Record 1
A cluster of 2 separate species, C11H16NOS in total in a non-equilibrium geometry. Source: OMol25; level of theory: ωB97M-V/def2-TZVPD.

The geometry in XYZ format:
```
30
C11H16NOS, DFT ωB97M-V/def2-TZVPD
C -2.3543 0.8068 -0.5709
H 2.6590 0.0804 0.4945
H 4.0150 1.6232 1.8563
H 0.9343 -1.9160 -0.4124
H -2.2806 1.1946 0.4636
H -0.9532 -1.9291 -2.1285
H 0.4843 2.7155 4.0069
H -1.5159 -1.0331 -0.0702
H 0.2023 1.1950 -0.6264
C 0.9733 0.1948 1.7531
C 1.4856 -2.1881 -1.3189
H 0.7945 -2.8615 -1.8105
C 0.3099 1.1480 2.5095
H -3.2990 0.3255 -0.6837
C 2.3319 2.1424 3.0729
O -0.8091 -1.3272 1.4135
C 0.0710 0.1409 -0.9140
H 2.9640 2.8867 3.6593
H 2.5874 -2.2629 -1.3558
C -1.7263 -1.0647 -2.1345
H -2.6793 -1.4869 -2.1349
H -1.4476 -0.4691 -3.0589
C 0.9931 2.0271 3.2730
C -1.3704 -0.2743 -0.9159
H -2.0374 1.7737 -1.0138
S 1.1933 -0.5589 -2.1301
H -0.8561 0.9945 2.6281
C 2.3098 0.4860 1.4358
N 0.4444 -0.9992 1.1389
C 2.9874 1.4519 2.1126
```

Calculated values
Total charge ... -1
Kohn-Sham gap (alpha / beta) ... 6.04 / 6.23 eV
LUMO energy (alpha / beta) ... 3.2784 / 3.2953 eV
HOMO level (alpha / beta) ... -2.76 / -2.93 eV

***

Record 2
The ion C7H12N with charge +1 in a non-equilibrium geometry. Source: OMol25; level of theory: ωB97M-V/def2-TZVPD.

The geometry in XYZ format:
```
20
C7H12N, DFT ωB97M-V/def2-TZVPD
H -3.6441 0.6374 0.2361
C -0.2171 0.8414 0.0860
N 0.0082 -0.5544 -0.1366
H 1.7437 1.4523 -0.4579
H 0.2001 -0.3704 -2.2290
H 1.5419 -1.1242 -1.2756
C 0.7009 -1.0876 1.0532
C -2.5469 0.2758 0.1168
H 0.1098 -1.9987 -1.5981
C 0.5328 -1.0282 -1.3814
C 0.9125 1.8326 0.0641
H 0.6906 2.7189 -0.3020
C -2.4630 -1.0452 0.1037
H -2.0903 -1.9674 -0.0327
H -1.7052 2.2945 0.3498
H 1.2296 1.9907 1.0273
H 1.7302 -0.5865 1.2162
H 0.8030 -2.1123 0.8714
H 0.1522 -0.8170 1.9961
C -1.4938 1.2805 0.2343
```

Calculated values
Total charge ... +1
Kohn-Sham gap (alpha / beta) ... 7.75 / 7.75 eV
LUMO energy (alpha / beta) ... -6.1527 / -6.1558 eV
HOMO level (alpha / beta) ... -13.90 / -13.90 eV

***

Quick rundown of ΔE to the lowest compared entry with this formula, charge and spin, same order as above: 204.2, 505.3 kJ/mol
Quick rundown of calculated total energy, same order as above: -956.76054, -328.23632 Eh